Entry 1:
A 14-piece molecular cluster, C38H102N2O40S12 overall at a distorted geometry. Source: the OMol25 dataset; level of theory: ωB97M-V/def2-TZVPD.

- HOMO energy: -10.81 eV
- Energy above the lowest of the compared OMol25 structures with the same formula, charge and spin: 179.9 kJ/mol
- Kohn-Sham gap: 10.682 eV
- Strongest force on any atom: 3.0 eV Å⁻¹
- DFT total energy: -255950.005 eV

Cartesian coordinates (Å):
C1 2.409177 -2.317099 -2.039724
N1 3.228426 -3.542059 -2.310589
O1 3.937116 -3.933644 -1.393688
O2 2.879520 -4.218910 -3.246731
H1 2.309291 -2.028562 -0.998637
H2 1.412576 -2.521219 -2.423121
H3 2.813973 -1.466613 -2.586674
C2 6.084043 0.498823 4.458983
N2 5.075867 -0.496865 3.997505
O3 4.815672 -1.403699 4.761908
O4 4.421212 -0.232081 3.010513
H4 6.730948 0.729715 3.618376
H5 6.607613 -0.020944 5.257585
H6 5.576382 1.346091 4.910882
O5 1.638554 0.337800 4.646952
S1 2.060376 1.500012 5.424841
O6 3.322385 1.474274 6.106693
O7 2.054608 2.768794 4.390354
C3 2.890052 2.654895 3.238351
C4 4.156894 3.548303 3.445958
C5 0.706677 2.101198 6.485155
H7 2.343274 3.051126 2.384076
H8 3.152898 1.617605 3.035084
H9 3.844157 4.304299 4.166713
H10 4.614074 4.018466 2.578597
H11 4.936784 2.967323 3.940956
H12 1.014665 3.112187 6.741448
H13 0.584361 1.388732 7.293477
H14 -0.157698 2.190371 5.830623
O8 -6.221192 -1.279104 -4.925906
S2 -6.223427 -2.353246 -5.882743
O9 -7.321150 -2.606304 -6.760183
O10 -4.859206 -2.164076 -6.777656
C6 -3.578710 -2.062513 -6.123728
C7 -3.244628 -0.598740 -5.907887
C8 -5.705351 -3.844382 -4.967388
H15 -2.940173 -2.542233 -6.864478
H16 -3.550349 -2.616096 -5.185332
H17 -2.239693 -0.228192 -5.713822
H18 -3.967762 -0.233299 -5.181371
H19 -3.437742 -0.106468 -6.866741
H20 -5.287948 -3.617381 -3.987104
H21 -5.074907 -4.527557 -5.525897
H22 -6.625519 -4.350091 -4.661098
O11 -0.056496 -2.692508 3.329914
S3 -1.143631 -3.206354 4.126386
O12 -1.592164 -4.562758 3.914106
O13 -0.788894 -3.036515 5.692926
C9 0.438389 -3.631507 6.165900
C10 1.514463 -2.590702 6.134725
C11 -2.580913 -2.180780 4.000330
H23 0.643226 -4.413050 5.430916
H24 0.249846 -4.089462 7.135110
H25 1.923075 -2.495969 5.128733
H26 2.352939 -2.868461 6.775719
H27 1.211615 -1.587605 6.431161
H28 -2.276856 -1.278136 4.533152
H29 -3.484383 -2.672877 4.338031
H30 -2.647389 -1.858470 2.960762
O14 -6.520045 1.857343 -0.363846
S4 -6.015618 0.890154 0.566711
O15 -5.146566 1.278595 1.655044
O16 -7.259498 0.030743 1.240338
C12 -8.251136 -0.384966 0.263701
C13 -9.602909 0.096944 0.743922
C14 -5.143454 -0.491214 -0.352772
H31 -8.268342 -1.476148 0.247873
H32 -8.043921 0.021767 -0.724971
H33 -10.370452 -0.613231 0.440258
H34 -9.662190 1.172017 0.588032
H35 -9.622686 -0.026196 1.831893
H36 -5.759781 -0.643209 -1.236345
H37 -5.313780 -1.370378 0.264709
H38 -4.127895 -0.130401 -0.448001
O17 3.909019 -7.570531 5.240582
S5 3.259242 -6.308054 4.996450
O18 3.131231 -5.307842 6.033254
O19 4.059391 -5.618250 3.770678
C15 3.716796 -4.301223 3.387785
C16 4.101872 -4.051827 1.929323
C17 1.655253 -6.591664 4.206803
H39 4.346998 -3.636019 3.981631
H40 2.703773 -3.979648 3.651144
H41 3.367726 -4.377802 1.193201
H42 4.905292 -4.778131 1.774688
H43 4.458746 -3.033912 1.799397
H44 1.254136 -5.698900 3.733866
H45 0.920947 -6.920275 4.941849
H46 1.852769 -7.436211 3.549507
O20 -3.630729 -4.456139 -2.054843
S6 -2.765406 -4.858822 -0.973827
O21 -2.897856 -6.073912 -0.194280
O22 -1.270049 -4.695422 -1.588071
C18 -0.204015 -5.534108 -1.090795
C19 0.297298 -5.228757 0.288531
C20 -2.656442 -3.496836 0.244345
H47 0.615477 -5.429814 -1.804603
H48 -0.435693 -6.592567 -1.221718
H49 0.050252 -4.217940 0.628416
H50 1.374906 -5.319730 0.419544
H51 -0.158770 -5.812557 1.093407
H52 -3.692067 -3.286785 0.509814
H53 -2.204875 -2.691368 -0.326723
H54 -2.100001 -3.819610 1.118535
O23 -0.311765 1.720048 -6.378011
S7 0.675386 1.277202 -5.429698
O24 0.955672 -0.114512 -5.128609
O25 2.063429 1.968351 -5.936491
C21 2.276791 2.024939 -7.364981
C22 2.037680 0.692946 -8.111584
C23 0.482113 2.287085 -3.933962
H55 3.279863 2.408627 -7.551502
H56 1.678271 2.890282 -7.663034
H57 2.491074 -0.116289 -7.542894
H58 2.480131 0.795741 -9.101815
H59 0.984449 0.464964 -8.260697
H60 0.144503 3.281204 -4.208406
H61 1.459531 2.286593 -3.457198
H62 -0.273535 1.797490 -3.324529
O26 -1.830506 4.223597 4.860744
S8 -2.679842 3.747115 3.800151
O27 -4.105509 3.848496 3.971014
O28 -2.162918 4.428691 2.434555
C24 -2.692219 4.070681 1.175023
C25 -3.375173 5.280735 0.531022
C26 -2.164681 2.063296 3.505037
H63 -3.334483 3.184640 1.153884
H64 -1.902029 3.702238 0.507198
H65 -4.236410 5.416891 1.187897
H66 -3.653179 5.041145 -0.490860
H67 -2.703725 6.135616 0.583462
H68 -2.743819 1.721945 2.650378
H69 -2.366346 1.472343 4.396771
H70 -1.083922 2.080180 3.380929
O29 2.869729 5.702394 -1.615813
S9 3.346571 4.930954 -0.518098
O30 4.759563 4.922620 -0.210226
O31 2.606931 5.408694 0.889144
C27 1.472596 6.279227 0.808993
C28 0.219407 5.405971 0.965851
C29 2.646118 3.260276 -0.499485
H71 1.374675 6.874967 -0.100650
H72 1.621682 7.035519 1.579663
H73 -0.636795 5.977820 1.334803
H74 0.248057 4.581201 1.683188
H75 -0.099795 4.895248 0.053595
H76 3.126949 2.676741 -1.279908
H77 1.577995 3.257953 -0.315085
H78 3.080157 2.892527 0.435421
O32 0.593999 1.559529 0.854708
S10 0.247154 0.151613 0.969209
O33 -0.954793 -0.335499 1.622580
O34 0.104238 -0.553096 -0.487131
C30 -1.040270 -0.183752 -1.223794
C31 -1.308420 -1.052898 -2.430524
C32 1.827305 -0.603331 1.626182
H79 -0.992991 0.851632 -1.574392
H80 -1.987336 -0.174978 -0.678214
H81 -1.259297 -2.122976 -2.216574
H82 -0.604045 -0.873469 -3.248746
H83 -2.266018 -0.862059 -2.917425
H84 1.750605 -1.658348 1.877403
H85 1.949519 -0.052731 2.555105
H86 2.547416 -0.374940 0.844701
O35 4.330754 0.394031 -0.499273
S11 5.675252 0.878522 -0.230248
O36 5.905791 1.820407 0.824919
O37 6.675011 -0.348422 0.080334
C33 6.784523 -1.378908 -0.888888
C34 8.198122 -1.335080 -1.505384
C35 6.429732 1.655448 -1.724819
H87 5.996891 -1.291238 -1.641956
H88 6.701560 -2.393731 -0.496357
H89 8.829268 -1.702043 -0.693893
H90 8.466523 -0.304526 -1.719430
H91 8.281543 -2.043207 -2.326712
H92 7.472280 1.780344 -1.455717
H93 5.920564 2.580988 -1.988125
H94 6.237913 1.023235 -2.592367
O38 -2.845493 1.793060 -4.065020
S12 -3.435316 2.591093 -3.017547
O39 -3.636701 2.024546 -1.694571
O40 -2.614430 3.972597 -2.677761
C36 -2.501614 4.988553 -3.685465
C37 -1.337204 5.881055 -3.308312
C38 -5.027061 3.221635 -3.658652
H95 -3.390363 5.578734 -3.926331
H96 -2.295557 4.502278 -4.645695
H97 -0.562111 5.166509 -3.010442
H98 -1.543058 6.422277 -2.384427
H99 -0.916700 6.509570 -4.086945
H100 -5.596130 2.297405 -3.737253
H101 -4.808791 3.557719 -4.672065
H102 -5.410831 4.037411 -3.056704

Forces on atoms 1 to 6 (eV/Å):
C -0.4 1.0 -0.7
N -1.8 -0.7 2.3
O 0.7 0.4 -0.6
O 0.6 0.1 -0.8
H 0.6 -0.5 0.2
H 0.1 -0.1 -0.2



Entry 2:
A 10-piece molecular cluster, C38H103N7O12 overall at a distorted geometry. Source: the OMol25 dataset; level of theory: ωB97M-V/def2-TZVPD.

- HOMO energy: -8.46 eV
- SMILES: COC[C@H](C)N.COC[C@H](C)N.COC[C@H](C)N.COC[C@H](C)N.COC[C@H](C)N.COCCNCCOC.COCCNCCOC.CCO.CCO.CCO
- Energy above the lowest of the compared OMol25 structures with the same formula, charge and spin: 383.3 kJ/mol
- Kohn-Sham gap: 8.976 eV
- Strongest force on any atom: 3.4 eV Å⁻¹
- DFT total energy: -76063.884 eV

Cartesian coordinates (Å):
C1 -3.425214 -1.360913 -8.622563
O1 -2.938404 -0.142393 -9.154923
C2 -3.728434 0.521967 -10.100563
C3 -4.183584 -0.419723 -11.242733
C4 -2.935534 -1.004763 -12.078383
N1 -4.941504 0.463147 -12.124333
H1 -4.476364 -1.287003 -8.343723
H2 -2.882064 -1.547573 -7.696153
H3 -3.200134 -2.211123 -9.266443
H4 -4.595874 0.961747 -9.608353
H5 -3.066454 1.315107 -10.448113
H6 -4.785354 -1.254823 -10.884123
H7 -3.369994 -1.581993 -12.894563
H8 -2.398274 -1.843773 -11.636223
H9 -2.173624 -0.316993 -12.445213
H10 -5.870924 0.689787 -11.800383
H11 -4.430854 1.332047 -12.190363
C5 -5.812114 4.929967 -3.334543
O2 -5.989154 3.571857 -3.004283
C6 -6.365614 3.463277 -1.662563
C7 -7.212534 2.186207 -1.492573
C8 -8.573294 2.194357 -2.138593
N2 -7.477964 2.135427 -0.060023
H12 -6.794044 5.302347 -3.626533
H13 -5.336174 5.128057 -4.294923
H14 -5.318934 5.527247 -2.567643
H15 -5.458554 3.307467 -1.078553
H16 -7.001934 4.259467 -1.276203
H17 -6.658574 1.372727 -1.961053
H18 -8.459174 1.826797 -3.158393
H19 -8.898184 3.234217 -2.103473
H20 -9.314734 1.589297 -1.616803
H21 -8.118434 1.363197 0.056487
H22 -8.010824 2.982997 0.073357
C9 2.596426 4.527247 -5.531423
O3 3.647696 5.177227 -6.141253
C10 4.654166 5.589567 -5.286123
C11 6.041916 5.376737 -6.002703
C12 6.252226 3.875147 -6.370493
N3 7.099476 5.725397 -5.095593
H23 2.863196 3.553747 -5.120053
H24 1.988436 4.266477 -6.397703
H25 2.136316 5.221597 -4.828383
H26 4.495546 6.591797 -4.888033
H27 4.703826 5.019767 -4.358243
H28 6.223666 6.127477 -6.771763
H29 5.612796 3.428347 -7.131803
H30 6.018386 3.387277 -5.424233
H31 7.222576 3.523547 -6.721083
H32 7.065916 6.583197 -4.563483
H33 7.937656 5.730057 -5.659093
C13 -11.485724 -4.291773 8.447997
O4 -11.256944 -3.877503 7.116967
C14 -11.540804 -4.897523 6.110317
C15 -11.157874 -4.531833 4.678687
C16 -9.590914 -4.624443 4.684137
N4 -11.534884 -3.176563 4.349707
H34 -12.517804 -4.641683 8.469807
H35 -11.297284 -3.482523 9.153477
H36 -10.669474 -5.012373 8.498707
H37 -11.210744 -5.906173 6.358907
H38 -12.621014 -5.041253 6.086137
H39 -11.541494 -5.251503 3.955487
H40 -9.155084 -5.619333 4.592797
H41 -9.167584 -4.052703 5.509977
H42 -9.237604 -4.041223 3.833767
H43 -12.530624 -3.036283 4.444187
H44 -11.125904 -2.478833 4.954697
C17 3.730276 5.918437 3.264617
O5 2.617676 6.831437 3.563337
C18 2.317606 6.911677 4.912407
C19 1.569816 5.571877 5.314487
C20 0.391236 5.210037 4.403307
N5 0.991696 5.549217 6.615457
H45 4.566646 6.154807 3.922407
H46 4.058136 6.071547 2.236427
H47 3.544056 4.854917 3.414117
H48 3.154816 7.161227 5.564247
H49 1.608526 7.727317 5.053997
H50 2.279846 4.745847 5.274037
H51 0.817516 4.494757 3.699917
H52 0.018396 6.070617 3.847887
H53 -0.416154 4.699627 4.928397
H54 0.090576 6.002347 6.562827
H55 0.655196 4.627937 6.856507
C21 -0.308204 0.890237 8.871207
O6 0.756656 1.453507 9.623017
C22 1.994266 0.845427 9.379987
C23 3.001926 1.318937 10.501557
N6 3.642316 2.536387 10.206357
C24 4.422176 2.961467 11.410457
C25 5.157256 4.368287 11.333027
O7 4.383366 5.480157 10.724707
C26 3.216286 5.824407 11.430437
H56 -1.263414 1.372507 9.078767
H57 -0.546504 -0.173363 8.862617
H58 -0.060254 1.199317 7.855777
H59 2.259286 1.055667 8.343817
H60 2.112506 -0.235703 9.452567
H61 3.729806 0.543817 10.741327
H62 2.487306 1.303367 11.462307
H63 2.936156 3.213447 9.955277
H64 5.145316 2.180817 11.646577
H65 3.631976 3.035867 12.157557
H66 6.076546 4.338457 10.748117
H67 5.245196 4.656837 12.380457
H68 3.508566 6.063787 12.452877
H69 2.425616 5.074457 11.453227
H70 2.875796 6.759257 10.985207
C27 4.871546 -2.118313 -7.629793
O8 5.750076 -3.134063 -7.100283
C28 5.371636 -3.464133 -5.823963
C29 6.189416 -4.625763 -5.313763
N7 7.556886 -4.234673 -5.063043
C30 7.832806 -3.131223 -4.083343
C31 9.343876 -2.835153 -4.014653
O9 9.616196 -2.299203 -5.288483
C32 10.911256 -2.478223 -5.802333
H71 3.958696 -2.689973 -7.797163
H72 5.164196 -1.895823 -8.655923
H73 4.828836 -1.235433 -6.991983
H74 4.362026 -3.826213 -6.018053
H75 5.461646 -2.515473 -5.294763
H76 5.967336 -5.497673 -5.929033
H77 5.692886 -4.956853 -4.401653
H78 8.036926 -3.937183 -5.900403
H79 7.609206 -3.414983 -3.054953
H80 7.478956 -2.148623 -4.395413
H81 9.864776 -3.778823 -3.852623
H82 9.612526 -2.191873 -3.176733
H83 11.793666 -2.144903 -5.256123
H84 10.849666 -2.048823 -6.802293
H85 11.050896 -3.548403 -5.954973
C33 6.041746 -7.149213 3.511447
C34 6.169336 -6.082103 4.627917
O10 5.332376 -4.973573 4.297507
H86 6.552706 -6.783443 2.620817
H87 5.123016 -7.729263 3.424337
H88 6.814206 -7.879673 3.751957
H89 7.142846 -5.608903 4.756217
H90 5.885376 -6.494183 5.596247
H91 5.837506 -4.194913 4.542687
C35 -4.979664 -8.312423 -3.246553
C36 -4.755504 -9.595843 -2.421783
O11 -5.799744 -9.750403 -1.486273
H92 -4.465384 -8.328203 -4.207463
H93 -4.509614 -7.498293 -2.694863
H94 -6.022134 -8.039983 -3.411193
H95 -3.826784 -9.684483 -1.858113
H96 -4.729054 -10.493293 -3.039843
H97 -6.610924 -9.800213 -1.997253
C37 0.816866 -0.829323 -0.029033
C38 -0.670564 -0.798413 -0.302253
O12 -1.307094 -1.981893 0.061717
H98 1.239356 0.161077 -0.198433
H99 1.328716 -1.463083 -0.753233
H100 0.955206 -1.107013 1.015887
H101 -0.936934 -0.662553 -1.350443
H102 -1.147354 -0.071443 0.355237
H103 -2.195814 -1.796793 0.374037

Forces on atoms 1 to 6 (eV/Å):
C 0.4 0.5 0.4
O 0.8 -0.4 0.9
C 0.2 -1.8 0.3
C 2.1 1.3 -0.7
C -1.4 -0.9 0.5
N -0.3 -0.4 -0.8